ORCA calculation (ωB97M-V with the def2-TZVPD basis set) on a cluster of 8 separate species, C57H127N7O3 in total.

Structure (XYZ):
```
194
Properties=species:S:1:pos:R:3:forces:R:3:mulliken_charge:R:1
O 16.802800 34.042878 -25.028958 -1.1 -0.8 1.2 -0.417
C 16.633391 33.817757 -23.661154 -0.1 1.0 2.7 0.490
O 17.545835 34.001382 -22.805184 -0.1 -0.3 -1.6 -0.416
O 15.420276 33.564373 -23.370063 0.6 -0.4 -0.3 -0.691
H 15.828693 33.809103 -25.099239 0.9 0.5 -1.4 0.309
C 16.935884 37.266879 -26.316770 0.4 -1.1 0.0 -1.391
C 17.138484 37.785710 -27.747089 -0.4 0.4 0.6 -0.371
C 18.334083 38.717318 -27.914477 0.7 -0.3 -0.7 -1.073
N 18.217772 39.628442 -29.127985 -1.2 1.3 0.8 0.421
C 17.154202 40.656693 -28.781055 -0.1 0.7 -1.2 -0.976
C 17.896368 38.951845 -30.432734 1.1 0.0 -0.9 -0.647
C 19.256829 38.443309 -30.923516 0.3 0.3 0.9 -0.511
C 20.291041 39.516617 -30.438097 -1.2 -0.2 0.2 -0.594
C 19.518198 40.386486 -29.415101 0.4 -1.3 -0.4 -0.541
H 15.948728 36.834150 -26.137174 -0.3 0.6 -0.4 0.459
H 17.106307 38.055531 -25.583359 0.1 -0.1 0.1 0.328
H 17.510747 36.358771 -26.103510 0.6 0.5 0.2 0.284
H 16.200736 38.314347 -27.918282 0.1 0.0 -0.7 0.337
H 17.270680 36.984549 -28.472725 -0.4 -0.1 0.1 0.380
H 19.239472 38.122826 -28.057311 0.0 0.0 -0.1 0.473
H 18.552956 39.387992 -27.083131 -0.4 0.0 0.1 0.473
H 16.851318 41.106492 -29.727590 -0.1 -0.1 0.0 0.445
H 17.538283 41.510382 -28.225174 0.3 -0.5 0.4 0.372
H 16.268987 40.236230 -28.320317 0.2 -0.2 0.1 0.337
H 17.631041 39.711726 -31.168396 -0.4 0.3 0.4 0.488
H 17.087158 38.230634 -30.384599 0.0 0.0 0.3 0.361
H 19.261610 38.359310 -32.005441 0.0 -0.4 0.1 0.444
H 19.511674 37.518597 -30.406348 -0.1 -0.3 -0.5 0.177
H 20.642059 40.119782 -31.269341 0.3 0.0 0.1 0.346
H 21.103416 39.036356 -29.901247 0.3 0.0 -0.4 0.286
H 19.260257 41.357346 -29.824626 0.0 0.1 0.3 0.495
H 20.096797 40.391480 -28.496002 -0.3 0.7 0.2 0.194
C 13.996373 33.064480 -19.332342 -0.3 0.8 -0.3 -1.652
C 15.385870 33.688453 -19.531527 0.2 -1.8 -0.5 2.281
C 16.228235 33.593257 -18.271186 0.3 0.8 -0.1 -1.583
N 17.727836 33.541211 -18.513527 0.1 -0.7 -0.4 0.869
C 18.271934 34.628906 -19.384223 -0.8 0.2 0.4 -1.131
C 18.443136 33.502111 -17.163636 0.6 -0.6 0.2 -0.528
C 19.713052 32.667277 -17.406515 -0.4 0.7 -0.3 -0.910
C 19.246387 31.578917 -18.388368 -0.1 0.3 1.2 -0.580
C 18.087879 32.227460 -19.178727 1.3 -1.3 -0.3 0.203
H 13.346061 33.748939 -18.786118 -0.1 -0.4 0.4 0.400
H 14.071406 32.073703 -18.885703 0.0 0.2 0.5 0.501
H 13.496391 32.896308 -20.287326 0.2 0.2 -0.2 0.110
H 15.395403 34.696867 -19.940782 -0.2 0.0 0.0 -0.655
H 15.798034 33.019095 -20.295563 0.5 0.5 -0.2 -0.441
H 16.071508 32.710222 -17.655804 -0.5 0.0 -0.1 0.513
H 16.016252 34.480611 -17.671348 0.3 -0.1 0.3 0.410
H 19.346329 34.475929 -19.424312 0.0 0.3 0.0 0.549
H 17.965423 35.568869 -18.923712 0.4 0.1 0.1 0.249
H 17.833059 34.588651 -20.382646 0.0 -0.4 -0.1 0.242
H 18.600289 34.511234 -16.790985 0.0 0.1 -0.1 0.377
H 17.820600 32.962374 -16.451646 -0.3 0.1 -0.1 0.432
H 20.471414 33.313748 -17.851134 0.1 -0.1 -0.1 0.314
H 20.144143 32.254184 -16.498282 -0.2 0.1 0.1 0.464
H 20.104634 31.271153 -18.980304 -0.3 -0.1 -0.4 0.348
H 18.898831 30.713555 -17.824889 0.0 0.0 0.0 0.426
H 18.540806 32.300836 -20.167358 -0.8 1.0 -0.3 -0.177
H 17.217968 31.580996 -19.251460 -0.1 0.1 0.1 -0.019
C 25.550975 38.338057 -23.218868 -1.8 -0.1 0.3 -1.278
C 24.044063 38.297754 -22.796624 0.5 -0.5 -0.9 -0.280
C 23.208021 37.612159 -23.898777 0.1 1.4 2.1 -0.837
N 21.746680 37.426918 -23.464579 0.7 -1.1 0.6 0.615
C 21.098434 38.776046 -23.224250 -0.8 -2.0 -0.7 -1.216
C 21.549184 36.516541 -22.224668 0.7 -1.0 0.1 -0.542
C 20.805046 35.283498 -22.732823 -1.5 -0.5 -0.3 -0.028
C 20.014555 35.806162 -23.933715 0.6 0.6 -0.2 0.313
C 21.094145 36.630248 -24.601544 -0.9 1.6 0.2 -1.247
H 25.595849 38.711640 -24.240065 0.4 0.2 0.1 0.365
H 25.958182 37.331337 -23.180117 0.3 0.1 0.1 0.366
H 25.973029 39.021108 -22.488531 0.8 -0.1 -0.3 0.382
H 23.737940 39.334732 -22.664606 -0.3 -0.1 0.2 0.384
H 23.964906 37.718820 -21.876393 -0.1 0.3 0.2 0.289
H 23.642795 36.638126 -24.098817 -0.2 0.0 -0.5 0.445
H 23.132266 38.336677 -24.707146 0.3 -0.6 -0.6 0.404
H 21.280783 39.337074 -24.135338 0.3 0.7 0.5 0.367
H 21.369733 39.131386 -22.238511 0.5 0.5 -0.3 0.387
H 20.029643 38.547476 -23.207563 -0.1 0.2 0.1 0.421
H 21.040282 36.997103 -21.389252 -0.4 0.5 -0.6 0.255
H 22.479568 36.219229 -21.739611 0.4 0.3 -0.6 0.323
H 20.074400 34.889783 -22.024395 0.2 0.1 0.3 -0.447
H 21.387101 34.423962 -23.065028 0.6 0.3 0.2 0.462
H 19.209107 36.448574 -23.571061 -0.1 0.0 -0.2 -0.421
H 19.596217 35.098014 -24.644958 0.0 -0.3 0.4 0.581
H 20.730792 37.409937 -25.275140 0.0 -0.3 -0.3 0.460
H 21.845540 36.032682 -25.109202 0.1 0.0 0.2 0.466
C 12.644951 34.702959 -22.427980 -0.9 -0.2 -0.4 -0.766
C 11.433232 35.544836 -21.931263 1.5 -0.6 0.9 -0.242
C 10.834224 34.855638 -20.684116 -1.2 1.9 0.1 -1.019
N 9.458734 35.399465 -20.310346 -1.1 0.4 0.2 0.204
C 9.530974 36.857497 -19.922138 0.4 -0.2 -0.3 -0.781
C 8.764974 34.631439 -19.175076 0.5 -0.4 0.0 -0.607
C 7.289488 34.965279 -19.337710 0.1 -0.2 0.9 -0.743
C 7.100736 34.978698 -20.837568 -0.4 -0.6 -1.1 -0.595
C 8.478553 35.216307 -21.467678 0.4 0.3 -0.1 -0.672
H 12.878122 34.933456 -23.466650 -0.1 0.0 0.0 0.497
H 12.322396 33.659985 -22.395480 0.4 -0.1 -0.2 0.336
H 13.590552 34.804516 -21.899712 -0.2 0.1 0.4 -0.251
H 10.749713 35.733386 -22.752845 -0.2 -0.1 0.1 0.417
H 11.876794 36.469404 -21.558812 -0.5 0.4 -0.4 0.247
H 11.388723 35.251047 -19.832725 0.6 -1.2 0.1 0.344
H 10.669677 33.785034 -20.768393 0.5 -0.1 0.1 0.531
H 8.624769 37.252196 -19.470079 -0.3 -0.4 -0.4 0.341
H 9.760270 37.377397 -20.847436 0.0 0.4 0.2 0.372
H 10.302278 37.005034 -19.166407 0.2 -0.2 -0.2 0.321
H 9.227825 34.831846 -18.209090 0.0 0.5 -0.1 0.423
H 8.962971 33.569936 -19.340429 -0.2 0.0 -0.3 0.419
H 7.008603 35.883899 -18.820563 0.3 0.3 -0.4 0.307
H 6.667375 34.242766 -18.808142 0.1 -0.3 -0.3 0.433
H 6.301810 35.634320 -21.178547 0.3 0.4 0.0 0.365
H 6.792489 34.006982 -21.229394 -0.1 -0.1 0.4 0.335
H 8.558394 36.045487 -22.169812 -0.1 0.3 0.4 0.363
H 8.891412 34.385448 -22.041044 -0.4 -0.4 0.2 0.435
C 19.042927 29.250499 -21.555014 0.0 -0.6 -2.0 -1.606
C 17.681807 29.519494 -22.222445 -0.4 0.1 1.2 0.894
C 16.648717 28.517958 -21.646321 -0.2 1.3 -0.5 -1.081
N 15.206394 28.852500 -22.002308 1.1 0.0 -1.6 0.571
C 14.874951 30.249200 -21.498500 -0.1 -1.3 -0.5 -1.260
C 14.995941 28.763074 -23.542251 1.0 0.0 0.9 -0.721
C 13.570054 28.280189 -23.726206 1.3 -0.8 -2.0 -0.855
C 13.142003 27.666140 -22.423101 -1.4 2.7 0.7 -0.781
C 14.277430 27.805489 -21.437088 0.0 0.0 0.6 -0.539
H 18.854532 28.918902 -20.539159 0.7 0.2 0.2 0.406
H 19.709641 30.097022 -21.722570 -0.2 0.3 0.8 0.362
H 19.573633 28.502695 -22.151701 -0.1 -0.5 0.6 0.468
H 17.643515 29.423036 -23.306960 0.4 0.2 0.0 -0.008
H 17.489753 30.559400 -21.948148 -0.6 -0.1 -0.3 -0.166
H 16.602251 28.521200 -20.558362 0.6 -0.4 0.0 0.584
H 16.908546 27.561223 -22.093936 -0.4 -0.3 0.5 0.352
H 15.079148 30.225141 -20.430948 -0.3 0.2 0.1 0.337
H 13.826535 30.374396 -21.760629 0.0 0.4 0.4 0.629
H 15.490395 30.991277 -21.999629 -0.1 0.0 -0.1 0.120
H 15.330994 29.695877 -23.995826 -0.6 0.3 0.2 0.428
H 15.745916 28.054567 -23.900927 -0.3 -0.3 0.2 0.464
H 12.965483 29.085100 -24.139510 -0.4 -0.2 0.3 0.405
H 13.622310 27.475927 -24.466697 -0.2 0.3 -0.3 0.402
H 12.515869 28.489006 -22.049872 -0.9 -0.7 0.1 0.277
H 12.521485 26.781412 -22.490271 0.5 -0.3 0.2 0.457
H 13.872983 28.288607 -20.548724 0.3 -0.7 0.4 0.274
H 14.803868 26.884349 -21.194053 0.3 0.2 -0.1 0.468
C 20.281123 31.926637 -29.153277 0.7 1.5 0.4 -1.549
C 19.026099 31.101964 -28.949146 -0.3 0.2 0.0 0.100
C 19.268846 29.589719 -28.930145 0.3 0.7 -1.1 -0.696
N 18.139126 28.728888 -28.466697 0.0 -1.2 1.5 0.377
C 18.630285 27.295221 -28.348945 0.0 -0.2 0.2 -1.033
C 16.843813 28.637048 -29.274257 0.2 1.5 0.6 -0.402
C 15.806447 28.142052 -28.271241 -0.4 -1.4 -0.2 -1.200
C 16.305187 28.460280 -26.849598 1.5 -0.2 -1.2 0.101
C 17.689179 29.147875 -27.096836 -1.8 0.4 0.4 -0.973
H 20.029169 32.976022 -29.347949 -0.6 -0.2 -0.6 0.394
H 20.966180 31.652624 -29.954091 -0.1 -0.4 0.1 0.384
H 20.818029 32.153371 -28.224096 0.3 -1.1 0.0 0.378
H 18.345226 31.348818 -29.766060 -0.2 -0.1 0.1 0.310
H 18.607350 31.487900 -28.018000 -0.2 -0.3 -0.1 0.101
H 20.164371 29.350426 -28.358534 -0.2 -0.2 0.3 0.373
H 19.470918 29.295420 -29.961091 0.1 -0.2 0.0 0.433
H 19.371102 27.166910 -27.561275 0.2 0.5 -0.1 0.368
H 19.033436 26.957367 -29.300330 0.0 0.1 0.0 0.408
H 17.798144 26.657017 -28.061164 -0.1 0.1 -0.2 0.423
H 17.054039 28.038879 -30.154031 -0.3 0.0 -0.1 0.455
H 16.571481 29.669134 -29.498661 0.3 -0.1 -0.6 0.332
H 15.649780 27.069686 -28.401502 0.1 0.0 0.1 0.303
H 14.804037 28.538967 -28.417997 0.2 0.4 -0.4 0.463
H 16.531007 27.536059 -26.323133 -0.7 0.1 0.4 0.227
H 15.567557 29.127228 -26.417216 0.3 -0.1 0.7 0.213
H 18.434063 28.910020 -26.343104 0.2 0.0 -0.2 0.479
H 17.453556 30.209752 -27.091475 0.6 0.1 -0.2 0.249
C 16.094287 36.802138 -22.218537 -0.5 0.1 0.0 -0.586
C 15.535926 37.867841 -21.244083 1.6 0.6 -1.8 0.243
C 16.610352 38.973288 -21.045582 -0.6 -0.5 1.9 -1.152
N 16.252917 39.916915 -19.876757 0.0 1.7 -0.7 0.353
C 16.152577 39.154240 -18.581725 -1.0 0.4 -1.2 -1.162
C 17.350072 41.010990 -19.789938 -0.1 -0.8 0.7 -0.440
C 16.890126 42.259122 -20.528707 0.3 0.2 -0.6 -0.660
C 15.489478 41.962102 -21.075210 -0.2 -0.4 1.4 -0.674
C 15.028945 40.790243 -20.204420 -0.4 -1.4 -1.1 -0.344
H 15.487998 35.899227 -22.135144 0.3 -0.2 0.1 -0.468
H 17.137772 36.562389 -22.014824 0.0 -0.2 0.1 0.072
H 16.010631 37.060252 -23.276099 0.1 0.4 0.1 0.469
H 15.311623 37.326062 -20.332170 -0.3 0.5 0.3 0.072
H 14.701402 38.361059 -21.737491 -0.5 -0.4 0.5 0.289
H 16.876830 39.591810 -21.899605 -0.5 -0.1 -0.2 0.320
H 17.535190 38.504054 -20.699902 0.1 0.0 -0.1 0.403
H 15.976942 39.849494 -17.764611 0.8 0.0 0.1 0.500
H 17.035581 38.525193 -18.599721 0.0 0.0 0.9 0.401
H 15.230490 38.576309 -18.595472 0.2 -0.3 -0.2 0.400
H 17.445126 41.234612 -18.729161 0.3 -0.2 0.0 0.376
H 18.242781 40.513801 -20.163992 0.2 0.4 0.1 0.330
H 16.838212 43.102842 -19.844037 0.0 -0.1 0.1 0.329
H 17.618234 42.540561 -21.288471 -0.2 0.0 -0.1 0.316
H 14.803806 42.774412 -20.842070 0.1 0.2 -0.5 0.427
H 15.403666 41.673173 -22.119070 0.3 0.3 -0.1 0.287
H 14.496437 41.030758 -19.288323 0.2 0.2 0.1 0.602
H 14.408936 40.165417 -20.845813 -0.4 -0.1 0.5 0.109
```
Positions in Å, forces in eV/Å.

E: -77682.1209 eV
ΔE to the lowest compared entry with this formula, charge and spin: 67.10 kJ/mol
HOMO: -19.2 eV
Max |F|: 0.0609 hartree/bohr
Charge: +6
Gap between HOMO and LUMO: 8.660 eV